Record 1
100
Properties=species:S:1:pos:R:3:mulliken_charge:R:1 method="wB97M-V/def2-TZVPD" e_tot_ev=-99337.9575 largest_force_ev_per_a=1.9 lumo_energy_ev=-0.4 gap_ha=0.096 total_charge=-1
F 3.1972 -0.5736 0.7638 -0.317
C 2.2941 0.4358 0.2472 -0.399
Cl 0.5614 -0.0794 0.7115 -0.219
H 2.4837 1.3902 0.7940 0.087
C 4.9607 -2.3973 -0.9106 -0.440
C 4.7824 -3.7122 -1.0428 -0.485
C 5.5722 -4.5022 -2.0110 0.345
O 5.4092 -5.7022 -2.1351 -0.596
C 6.5729 -3.7798 -2.8292 -0.398
C 6.7555 -2.4670 -2.7002 -0.337
C 5.9630 -1.6754 -1.7305 0.549
O 6.1333 -0.4782 -1.6156 -0.575
H 4.3878 -1.8002 -0.2080 0.638
H 4.0559 -4.2573 -0.4539 0.455
H 7.1424 -4.3756 -3.5320 0.433
H 7.4824 -1.9244 -3.2911 0.424
C 2.6742 3.7223 -3.2386 -0.444
C 3.3376 3.4538 -4.3635 -0.441
C 4.3972 2.4201 -4.4023 -0.219
O 5.0044 2.1767 -5.4400 -0.565
C 4.6937 1.6982 -3.1546 -0.293
C 4.0315 1.9634 -2.0252 0.183
C 2.9721 2.9952 -1.9837 0.204
O 2.3756 3.2182 -0.9579 -0.548
H 1.8951 4.4727 -3.1900 0.411
H 3.1343 3.9725 -5.2928 0.422
H 5.4713 0.9458 -3.2028 0.563
H 4.2327 1.4411 -1.0980 0.394
C 3.5325 -0.3224 -6.2845 0.028
C 4.8200 -0.2850 -5.9450 -0.068
C 5.6695 -1.4936 -6.0279 0.120
O 6.8434 -1.4607 -5.7165 -0.635
C 5.0372 -2.7447 -6.5029 -0.414
C 3.7500 -2.7819 -6.8422 -0.466
C 2.8994 -1.5725 -6.7597 0.122
O 1.7271 -1.6074 -7.0725 -0.579
H 2.8954 0.5511 -6.2303 0.461
H 5.2993 0.6217 -5.5973 0.628
H 5.6753 -3.6179 -6.5569 0.445
H 3.2697 -3.6873 -7.1909 0.421
C -3.7045 -0.7713 3.7868 -0.452
C -2.8972 -1.0689 2.7696 -0.397
C -2.9520 -0.3089 1.5002 0.343
O -2.2216 -0.5803 0.5762 -0.543
C -3.9348 0.7948 1.4066 -0.574
C -4.7420 1.0911 2.4253 -0.349
C -4.6851 0.3294 3.6908 0.256
O -5.4239 0.6004 4.6257 -0.371
H -3.6789 -1.3171 4.7221 0.508
H -2.1727 -1.8706 2.8228 0.554
H -3.9594 1.3402 0.4718 0.457
H -5.4685 1.8930 2.3759 0.492
C -3.3941 -6.2265 4.0671 -0.409
C -4.3048 -7.1371 3.7272 -0.411
C -5.5763 -6.7456 3.0784 0.304
O -6.4070 -7.5750 2.7706 -0.554
C -5.7969 -5.3049 2.8200 -0.523
C -4.8860 -4.3941 3.1598 -0.023
C -3.6149 -4.7861 3.8088 0.446
O -2.7835 -3.9577 4.1176 -0.511
H -2.4589 -6.4930 4.5428 0.418
H -4.1606 -8.1947 3.9075 0.397
H -6.7319 -5.0382 2.3442 0.426
H -5.0299 -3.3363 2.9791 0.452
C 8.7199 3.2452 -9.1611 -0.406
C 9.3576 4.2128 -8.5054 -0.431
C 8.9415 4.6206 -7.1438 0.225
O 9.5247 5.5058 -6.5490 -0.561
C 7.7929 3.9120 -6.5395 -0.268
C 7.1522 2.9429 -7.1932 -0.133
C 7.5692 2.5362 -8.5546 0.242
O 6.9915 1.6531 -9.1554 -0.569
H 9.0090 2.9338 -10.1573 0.413
H 10.2008 4.7420 -8.9315 0.402
H 7.5043 4.2237 -5.5433 0.485
H 6.3043 2.4145 -6.7588 0.715
C -7.7249 -1.1702 6.3320 -0.109
C -7.1110 -0.2327 7.0513 -0.176
C -7.4649 0.0004 8.4688 0.160
O -6.9077 0.8565 9.1255 -0.550
C -8.5255 -0.8483 9.0584 -0.390
C -9.1392 -1.7860 8.3385 -0.435
C -8.7846 -2.0188 6.9196 0.208
O -9.3434 -2.8754 6.2648 -0.555
H -7.4788 -1.3533 5.2937 0.491
H -6.3344 0.3936 6.6362 0.539
H -8.7703 -0.6636 10.0968 0.416
H -9.9172 -2.4157 8.7515 0.407
C -6.5075 5.7806 4.2146 -0.352
C -6.1816 6.4336 5.3285 -0.456
C -5.8144 5.7064 6.5648 0.312
O -5.5201 6.3034 7.5801 -0.551
C -5.8214 4.2275 6.5157 -0.352
C -6.1473 3.5726 5.4011 0.016
C -6.5144 4.3009 4.1657 0.234
O -6.8106 3.7094 3.1465 -0.564
H -6.7793 6.2948 3.3014 0.417
H -6.1703 7.5148 5.3828 0.395
H -5.5497 3.7133 7.4293 0.484
H -6.1572 2.4909 5.3479 0.465

---

Record 2
90
Properties=species:S:1:pos:R:3:mulliken_charge:R:1 method="wB97M-V/def2-TZVPD" e_tot_ev=-103607.9551 largest_force_ev_per_a=0.9 lumo_energy_ev="2.3 / 2.2" spin_multiplicity=6 gap_ha="0.181 / 0.268" total_charge=-1
Fe -0.0297 0.4162 -0.8157 -0.359
O -5.2343 4.5571 0.9594 -0.727
C -5.4050 3.5479 0.2433 0.478
O -6.4610 2.9679 -0.0813 -0.774
C -4.1165 2.8696 -0.2512 -0.359
C -2.9127 3.5098 -0.2083 -0.668
C -1.7260 2.8173 -0.5696 0.516
N -1.7974 1.5209 -0.9281 0.263
C -2.9901 0.9356 -1.1002 0.826
C -4.1632 1.5476 -0.7680 -1.180
C -2.8885 -0.3699 -1.8139 0.186
C -3.9927 -1.1646 -2.0969 -0.621
C -3.8322 -2.2767 -2.9024 -0.579
C -2.5798 -2.5636 -3.4178 -0.826
C -1.5254 -1.7499 -3.0472 -0.682
N -1.6674 -0.6912 -2.2467 0.089
C -0.4122 3.3371 -0.6017 0.360
C -0.0594 4.6686 -0.2580 -0.806
C 1.2301 5.0897 -0.3418 -0.603
C 2.2375 4.1777 -0.7964 -0.831
C 1.8481 2.9092 -1.1058 0.040
N 0.5824 2.4444 -1.0170 0.402
H -2.9017 4.5346 0.1404 0.441
H -5.1337 1.0881 -0.8905 0.490
H -4.9617 -0.9008 -1.6975 0.419
H -4.6826 -2.9070 -3.1336 0.424
H -2.4076 -3.4043 -4.0759 0.464
H -0.5243 -1.9549 -3.3970 0.866
H -0.8349 5.3451 0.0800 0.383
H 1.4884 6.1074 -0.0775 0.412
H 3.2747 4.4670 -0.8881 0.450
H 2.5871 2.1934 -1.4573 0.124
C 4.2123 2.4670 3.3921 -0.606
C 4.1486 1.8847 2.1359 -0.772
C 2.9225 1.4832 1.6233 -0.696
C 1.7523 1.6388 2.3616 0.775
C 1.8287 2.2190 3.6260 -0.344
C 3.0502 2.6375 4.1341 -0.799
P 0.2294 0.9384 1.6386 2.485
C -1.1509 1.8756 2.3639 0.310
C -1.0706 3.2416 2.6289 -0.190
C -2.2056 3.9463 3.0041 -1.178
C -3.4343 3.3073 3.0966 -0.381
C -3.5217 1.9497 2.8256 -0.727
C -2.3871 1.2380 2.4618 -0.866
C 0.1034 -0.6649 2.4680 -0.095
C 0.1668 -0.8554 3.8461 -0.507
C 0.0420 -2.1229 4.3844 -0.716
C -0.1574 -3.2110 3.5349 -0.824
C -0.1926 -3.0319 2.1644 -0.462
C -0.0325 -1.7537 1.6089 1.103
H 5.1647 2.7899 3.7942 0.378
H 5.0496 1.7430 1.5528 0.451
H 2.8741 1.0363 0.6376 0.212
H 0.9284 2.3570 4.2125 0.393
H 3.0944 3.0984 5.1128 0.417
H -0.1299 3.7660 2.5092 0.483
H -2.1368 5.0106 3.1912 0.394
H -4.3259 3.8703 3.3347 0.256
H -4.4837 1.4538 2.8577 0.399
H -2.4685 0.1815 2.2278 0.362
H 0.3093 -0.0034 4.5023 0.367
H 0.0952 -2.2668 5.4560 0.413
H -0.2659 -4.2067 3.9486 0.415
H -0.3277 -3.8782 1.5015 0.367
C 0.0601 -1.5508 0.1559 0.434
C 0.6716 -2.2406 -0.7276 -0.982
C 1.3992 -2.8720 -1.6493 0.484
C 0.9268 -4.1387 -2.2578 0.694
C 1.5103 -4.6672 -3.4123 -0.418
C 1.0380 -5.8416 -3.9878 -0.851
C -0.0374 -6.5190 -3.4335 -0.490
C -0.6399 -5.9954 -2.2942 -0.858
C -0.1642 -4.8306 -1.7174 -0.220
C 2.7314 -2.2896 -1.9860 -0.057
C 3.8822 -3.0776 -2.0518 -0.075
C 5.1291 -2.5116 -2.2759 -0.815
C 5.2612 -1.1389 -2.4489 -0.557
C 4.1251 -0.3423 -2.4062 -0.949
C 2.8828 -0.9188 -2.1828 -0.005
H 2.3315 -4.1408 -3.8839 0.485
H 1.5119 -6.2199 -4.8856 0.388
H -0.4071 -7.4314 -3.8838 0.389
H -1.4950 -6.4953 -1.8544 0.406
H -0.6469 -4.4340 -0.8314 0.406
H 3.7983 -4.1469 -1.8943 0.512
H 6.0062 -3.1470 -2.3024 0.367
H 6.2351 -0.6972 -2.6183 0.409
H 4.2018 0.7271 -2.5613 0.438
H 1.9987 -0.2875 -2.1852 0.428

---

| no. | M (Da) |
| --- | --- |
| 1 | 932.2 |
| 2 | 783.6 |